Record 1
This record from OMol25 describes one molecule with the formula C2H3NO2 at a distorted geometry. The level of theory is ωB97M-V/def2-TZVPD.

M, g mol⁻¹: 73.05
Structure (SMILES): O=CCN=O
DFT total energy, eV: -7703.765
Energy relative to the best compared isomer or geometry (same formula, charge and spin), kcal/mol: 94.1
LUMO, eV: -0.26
Gap between HOMO and LUMO, eV: 9.129

Last column: natural (NBO) charge in e.
Geometry (Å):
1 O 1.84500 -0.92492 0.12411  -0.480
2 C 0.86581 -0.41533 -0.30846  0.446
3 C -0.05738 0.52187 0.30374  -0.456
4 N -1.55473 0.13627 0.34233  0.188
5 O -1.92591 -0.76345 -0.30850  -0.241
6 H 0.57128 -0.55900 -1.51176  0.072
7 H 0.32163 0.54997 1.42880  0.230
8 H -0.06570 1.45458 -0.07025  0.240

=====

Record 2
This record from OMol25 describes C40H64N4O2P2STi as an isolated structure at a distorted geometry. The level of theory is ωB97M-V/def2-TZVPD.

M, g mol⁻¹: 774.86
Multiplicity: 2
Net charge: +1
DFT total energy, eV: -105094.727
Energy relative to the best compared isomer or geometry (same formula, charge and spin), kcal/mol: 0.0
LUMO (alpha / beta), eV: -2.14 / -2.10
Gap between HOMO and LUMO (alpha / beta), eV: 6.927 / 6.975

Last column: Löwdin spin population.
Geometry (Å):
1 Ti 1.00925 1.49272 -0.14621  0.933
2 C -2.94434 -2.38573 1.89709  0.000
3 C -1.60950 -2.50897 1.06539  0.000
4 C -1.15358 -3.87542 0.60495  0.000
5 P -0.24917 -1.68848 2.06168  0.000
6 C 0.16075 -2.84914 3.47719  0.000
7 C -0.94492 -3.42641 4.35810  0.000
8 C 1.37066 -2.33204 4.27112  0.000
9 C -0.98013 -0.14171 2.71208  -0.002
10 C -1.16493 0.00109 4.08472  0.000
11 C -2.02211 0.98307 4.64480  -0.002
12 C -2.54487 1.86723 3.73320  0.000
13 C -2.22102 1.89814 2.36644  -0.002
14 C -1.37165 0.88852 1.79044  0.000
15 N -0.92620 1.00631 0.47245  -0.013
16 C -1.49742 1.86707 -0.41994  -0.001
17 C -1.37969 3.24588 -0.28845  0.017
18 C -2.04050 4.09460 -1.11650  -0.001
19 C -2.97039 3.64050 -2.02798  0.018
20 C -3.01399 2.22610 -2.24851  -0.001
21 C -2.38558 1.34548 -1.44231  0.013
22 P -2.87499 -0.42722 -1.50509  0.001
23 C -4.77094 -0.32799 -1.59922  0.000
24 C -5.40571 0.36626 -0.39040  0.000
25 C -5.47980 -1.62697 -1.96030  0.000
26 C -2.20201 -0.77614 -3.25209  0.001
27 C -3.17572 -0.92666 -4.48199  0.000
28 C -1.39401 -2.01520 -3.15950  0.000
29 H -3.32176 -1.35860 1.71275  0.000
30 H -3.68656 -2.98510 1.36123  0.000
31 H -2.92084 -2.63040 2.94987  0.000
32 H -1.75259 -1.90630 0.18860  0.000
33 H -0.28099 -4.28861 1.05776  0.000
34 H -2.06314 -4.58938 0.55017  0.000
35 H -0.84282 -3.84267 -0.49495  0.000
36 H 0.58914 -3.72569 2.97985  0.000
37 H -1.66289 -2.59078 4.65193  0.000
38 H -1.52682 -4.24826 3.87999  0.000
39 H -0.44826 -3.70730 5.26744  0.000
40 H 1.55492 -3.12144 4.99738  0.000
41 H 2.23508 -2.19568 3.58806  0.000
42 H 1.18873 -1.36786 4.86869  0.000
43 H -0.72499 -0.66008 4.76307  0.000
44 H -2.13317 1.07995 5.71560  0.000
45 H -3.32758 2.58806 4.01901  0.000
46 H -2.59545 2.69038 1.77495  0.000
47 H -0.83626 3.64596 0.57250  0.001
48 H -1.80690 5.13607 -1.03531  0.000
49 H -3.53219 4.36405 -2.68330  0.001
50 H -3.67107 1.87962 -3.02954  0.000
51 H -4.91927 0.41488 -2.37967  0.000
52 H -4.89400 1.22509 -0.02097  0.000
53 H -6.44928 0.57726 -0.64296  0.000
54 H -5.52190 -0.32783 0.42535  0.000
55 H -6.50695 -1.35101 -2.33795  0.000
56 H -4.95056 -2.06691 -2.81485  0.000
57 H -5.60208 -2.30965 -1.15440  0.000
58 H -1.46174 -0.01267 -3.38159  0.000
59 H -3.39992 -1.99463 -4.63107  0.000
60 H -4.12218 -0.36125 -4.36948  0.000
61 H -2.61831 -0.52404 -5.32684  0.000
62 H -1.93729 -2.80857 -2.59821  0.000
63 H -1.21697 -2.31010 -4.22354  0.000
64 H -0.37623 -1.90834 -2.74134  0.000
65 C 2.41240 1.22124 -2.78971  -0.011
66 C 3.52310 1.48417 -1.95402  -0.008
67 C 3.19906 2.65921 -1.14072  -0.009
68 C 1.86538 3.07353 -1.46783  -0.002
69 C 1.31928 2.04811 -2.40337  0.004
70 C 0.26591 2.20409 -3.47203  0.002
71 C 1.40191 4.49241 -1.41074  0.000
72 C 4.07596 3.41909 -0.15684  -0.001
73 C 4.89448 0.90426 -2.11165  -0.001
74 C 2.34922 0.19073 -3.87115  -0.002
75 H -0.30618 1.31667 -3.67849  0.000
76 H 0.69587 2.54486 -4.42719  0.000
77 H -0.40937 2.98511 -3.13402  0.000
78 H 0.49921 4.59211 -2.01407  0.000
79 H 2.19549 5.03272 -1.94193  0.000
80 H 1.31145 4.99302 -0.46418  0.000
81 H 4.54021 2.64661 0.52675  0.000
82 H 3.49343 4.11026 0.46439  0.000
83 H 4.94568 4.05308 -0.52276  0.000
84 H 5.27797 1.34777 -3.01827  0.000
85 H 4.88789 -0.20209 -2.23408  0.000
86 H 5.53412 1.21118 -1.26796  0.000
87 H 1.33229 0.09305 -4.14586  0.000
88 H 2.70758 -0.73268 -3.49667  0.000
89 H 2.73413 0.44492 -4.86250  -0.001
90 C 4.17877 -4.15116 0.92523  0.000
91 N 3.55941 -3.09434 0.06160  0.000
92 C 3.18726 -1.73943 0.52482  0.001
93 C 2.26160 -1.31389 -0.63959  0.003
94 O 1.44624 -0.40160 -0.57824  0.015
95 N 2.42678 -2.18116 -1.64718  -0.001
96 C 3.24136 -3.19733 -1.26647  0.000
97 N 3.61483 -4.22108 -2.07865  0.000
98 H 3.61871 -4.07904 1.85090  0.000
99 H 5.19738 -3.88607 1.08964  0.000
100 H 3.99395 -5.11267 0.42173  0.000
101 H 4.07120 -1.05221 0.75824  0.000
102 H 2.58964 -1.66214 1.47856  0.000
103 H 3.26313 -4.24183 -3.07527  0.000
104 H 4.42871 -4.76259 -1.93866  0.000
105 C 1.39675 3.37533 3.67943  0.005
106 S 1.76021 1.74060 3.13403  0.008
107 C 3.52654 1.76843 3.48794  0.002
108 O 1.71797 1.81811 1.55729  0.034
109 H 1.29723 3.24624 4.77378  0.001
110 H 0.46310 3.60494 3.31936  0.000
111 H 2.13431 4.11782 3.41331  0.000
112 H 3.99267 2.73103 3.15308  0.000
113 H 4.02235 0.88870 3.02024  0.000
114 H 3.58906 1.64883 4.61037  0.000

=====

Record 3
This record from OMol25 describes C5H7O4Tl as an isolated structure at a distorted geometry. The level of theory is ωB97M-V/def2-TZVPD.

M, g mol⁻¹: 335.49
Multiplicity: 2
Net charge: +1
DFT total energy, eV: -18168.140
Energy relative to the best compared isomer or geometry (same formula, charge and spin), kcal/mol: 140.4
LUMO (alpha / beta), eV: -6.00 / -7.67
Gap between HOMO and LUMO (alpha / beta), eV: 7.977 / 6.333

Last column: Löwdin spin population.
Geometry (Å):
1 O -2.52661 -1.21476 -2.43550  0.013
2 C -1.61516 -0.35319 -2.48001  0.018
3 O -0.64788 -0.73741 -1.42372  0.152
4 O -1.42161 0.63970 -3.12389  0.009
5 Tl -1.92444 -2.53584 -1.02567  0.043
6 C 1.45971 -0.44185 -0.51216  0.099
7 C 0.25165 0.14127 -1.01140  0.613
8 H 1.62053 -1.49271 -0.78985  0.016
9 H 2.31021 0.24461 -0.45536  0.003
10 O 0.16232 1.31244 2.81612  0.009
11 C 0.32913 1.17343 1.41860  0.015
12 C 0.58196 -0.27493 1.01534  0.001
13 H -0.30574 2.13009 3.00213  0.000
14 H 1.16388 1.82150 1.10038  0.001
15 H -0.58784 1.54298 0.92775  0.009
16 H 0.18220 -1.30225 0.99511  0.001
17 H 0.96770 -0.65308 1.98212  -0.001